<P>
{"formula": "C10H9N", "method": "wB97M-V/def2-TZVPD", "elements": ["N", "C", "C", "C", "C", "C", "C", "C", "C", "C", "C", "H", "H", "H", "H", "H", "H", "H", "H", "H"], "coordinates": [[-2.43259, -0.89673, 1.25824], [1.21622, 0.26950, -0.76488], [0.41688, 1.13271, 0.29348], [-0.58114, 0.28298, 0.82950], [0.69078, -1.10986, -0.70904], [2.41822, 0.99407, -0.07256], [0.66171, -0.26853, -2.00748], [1.66328, 1.69911, 0.78500], [-1.65413, -1.66272, 0.47520], [-1.86280, 0.29891, 1.48523], [-0.49669, -0.98306, 0.10518], [3.55070, 0.92203, -0.20494], [1.93722, 2.42066, 1.49452], [-0.62425, 2.24460, -1.03425], [-3.24091, -1.41355, 1.70726], [1.40328, -2.02747, -0.56759], [-1.80655, -2.68692, 0.39491], [1.47118, -0.51252, -2.81624], [-2.43420, 1.14898, 1.75060], [-0.29623, 0.14780, -2.40216]], "homo_lumo_gap_ev": [7.8403, 7.3967], "lumo_ev": [0.068, 0.095]}

***

<Q>
{"formula": "C10H9N", "method": "wB97M-V/def2-TZVPD", "elements": ["N", "C", "C", "C", "C", "C", "C", "C", "C", "C", "C", "H", "H", "H", "H", "H", "H", "H", "H", "H"], "coordinates": [[-2.38171, 0.66961, -0.89670], [1.90789, -1.12744, 0.02216], [0.10477, 0.08367, -0.01931], [-1.29551, 1.06708, -0.05822], [1.20049, -0.07185, 0.70478], [1.29466, -1.59788, -1.07234], [0.10710, -0.84785, -1.17272], [-2.18095, -0.31559, -1.67047], [-0.96025, -1.02023, -2.00079], [1.63221, 0.60286, 1.91112], [-1.49296, 2.04260, 0.81953], [-2.44383, 2.50704, 0.97784], [1.68140, 1.65919, 1.84173], [2.79818, -1.45883, 0.46139], [0.88707, 0.46720, 2.70942], [-3.13501, -0.68303, -2.18119], [-1.04623, -1.92355, -2.67333], [2.51379, 0.14819, 2.33615], [1.70587, -2.36457, -1.82684], [-0.89698, 2.16337, 1.78779]], "homo_lumo_gap_ev": 7.2940, "lumo_ev": -1.055}

***

<R>
{"formula": "C10H9N", "method": "wB97M-V/def2-TZVPD", "elements": ["N", "C", "C", "C", "C", "C", "C", "C", "C", "C", "C", "H", "H", "H", "H", "H", "H", "H", "H", "H"], "coordinates": [[-0.56669, -0.11325, 1.78621], [-0.27172, 0.28133, -2.86066], [-2.68418, 0.26457, 0.53316], [0.73931, -0.23648, 1.72122], [1.03993, -0.01599, -0.77059], [1.43364, -0.47762, 3.03159], [-0.23003, 0.15926, -1.34686], [-1.44353, 0.25013, -0.75225], [1.47048, -0.18284, 0.53121], [-1.48048, 0.08470, 0.99166], [-2.78953, 0.41961, -0.85216], [1.65883, -1.53819, 3.15315], [0.79120, -0.16961, 3.85181], [1.83421, -0.02098, -1.50897], [-3.58742, 0.58264, -1.53082], [2.54129, -0.29144, 0.65432], [-1.29545, 0.29783, -3.22363], [0.24480, -0.56479, -3.31083], [0.22524, 1.19702, -3.17913], [2.37010, 0.07410, 3.08157]], "homo_lumo_gap_ev": 7.1137, "lumo_ev": -0.210}

***

So which one is most stable? That would be <Q>, about 2.877 eV below the next structure.

***

<P>
{"formula": "C5H12NOS", "method": "wB97M-V/def2-TZVPD", "elements": ["S", "O", "N", "C", "C", "C", "C", "C", "H", "H", "H", "H", "H", "H", "H", "H", "H", "H", "H", "H"], "coordinates": [[-2.57213, 1.36654, 0.33059], [-1.84119, -2.11822, 0.22324], [-1.24255, -0.28083, -1.40990], [0.29794, 0.75594, 0.14836], [-1.17759, 0.27018, 0.01194], [1.41482, -0.29026, 0.38877], [-1.44336, -1.18092, 0.84916], [2.75316, 0.49684, 0.41321], [-1.29746, -1.03082, 1.99938], [1.56075, -0.97846, -0.48653], [3.55083, -0.09312, 0.23208], [-0.39092, -0.50976, -1.87791], [2.87695, 1.14892, -0.43458], [-1.86230, 0.27496, -2.02824], [0.42701, 1.37798, -0.75125], [-3.59095, 0.50077, 0.09856], [2.74501, 0.91846, 1.44579], [0.19512, 1.49678, 0.97169], [-1.59079, -1.34281, -1.38433], [1.18766, -0.78216, 1.25997]], "charge": 1, "homo_lumo_gap_ev": 10.4789, "lumo_ev": -3.675}

***

<Q>
{"formula": "C5H12NOS", "method": "wB97M-V/def2-TZVPD", "elements": ["S", "O", "N", "C", "C", "C", "C", "C", "H", "H", "H", "H", "H", "H", "H", "H", "H", "H", "H", "H"], "coordinates": [[2.25081, -0.69663, -0.45777], [-0.47207, 1.10999, -0.92469], [-1.32529, -1.61352, 0.34057], [-0.57807, -1.05772, 1.21040], [-2.21146, -2.74574, 0.66433], [2.19919, 0.84046, 0.02553], [0.31420, 2.30441, -0.58302], [1.80717, 1.97950, -0.80011], [0.26015, -0.51044, 0.86812], [2.33243, 2.97950, -0.81828], [-1.54610, -3.53760, 0.27821], [0.08655, 2.46179, 0.42294], [-2.28902, -2.93861, 1.72869], [1.88671, 1.47230, -1.83440], [-0.70571, -1.23433, 2.29664], [-0.07811, 3.19807, -1.24911], [-0.07254, 0.80920, -1.79252], [-1.14259, -1.30508, -0.68948], [2.55524, 1.16751, 1.09104], [-3.27150, -2.68308, 0.22290]], "charge": 1, "homo_lumo_gap_ev": 7.9031, "lumo_ev": -4.613}

***

So which one is most stable? That would be <P>, about 0.950 eV below the next structure.

***

<P>
{"formula": "C4H5FS", "method": "wB97M-V/def2-TZVPD", "elements": ["S", "F", "C", "C", "C", "C", "H", "H", "H", "H", "H"], "coordinates": [[-1.49400, -1.03170, -0.35652], [1.39060, 1.45329, -1.08874], [0.32387, -0.31954, 2.03482], [-0.41877, -0.03650, -1.08726], [0.70870, 0.49791, -0.36819], [1.00106, 0.45858, 0.95532], [0.82019, -0.13004, 2.99719], [-0.60203, 0.30590, -2.10492], [1.83026, 1.09963, 1.22364], [-0.70890, -0.02605, 2.28162], [0.36002, -1.42449, 1.89740]], "homo_lumo_gap_ev": 7.8942, "lumo_ev": -1.000}

***

<Q>
{"formula": "C4H5FS", "method": "wB97M-V/def2-TZVPD", "elements": ["S", "F", "C", "C", "C", "C", "H", "H", "H", "H", "H"], "coordinates": [[2.36211, -0.73763, 0.07214], [-1.41703, -1.95758, 0.04805], [-0.94293, 0.29592, 0.10825], [-0.53749, -0.93868, -0.00751], [0.87138, -1.44859, -0.06721], [0.00203, 1.47901, -0.03348], [0.88415, -2.57991, -0.20849], [0.54983, 1.67445, 0.91907], [-1.99369, 0.47501, 0.25134], [-0.57792, 2.31102, -0.32199], [0.79957, 1.42697, -0.76016]], "homo_lumo_gap_ev": 7.9749, "lumo_ev": -0.954}

***

So which one is most stable? That would be <P>, about 0.079 eV below the next structure.